Formula: C21H21ClN4O4S
Source: OMol25
Level of theory: the ωB97M-V functional and the def2-TZVPD basis

Each line ends with the Mulliken charge.
Geometry (Å):
O: 1.67005 4.53299 1.19972  -0.606
C: 1.86156 3.36156 0.98733  -0.280
N: 3.14338 2.85035 1.01242  -0.041
C: 3.61450 1.62215 0.64899  0.496
N: 4.83756 1.23330 0.85135  -0.758
N: 4.93094 -0.00687 0.35057  -0.235
C: 3.77161 -0.32772 -0.14151  0.566
C: 3.46455 -1.60422 -0.74633  0.090
C: 4.45949 -2.58723 -0.67267  -0.718
C: 4.25740 -3.84164 -1.20584  -0.645
C: 3.05119 -4.14394 -1.82223  -0.464
C: 2.06039 -3.18471 -1.91231  -0.601
C: 2.26114 -1.91642 -1.38556  0.626
Cl: 0.98354 -0.76233 -1.55402  -0.093
O: 2.87518 0.69074 0.01771  -0.034
C: 0.78694 2.37002 0.70406  0.524
C: -0.03699 2.55747 -0.39994  -1.012
C: -0.99469 1.60730 -0.70869  -0.148
C: -1.12616 0.49355 0.09789  -0.240
S: -2.24066 -0.82685 -0.40067  1.310
O: -2.37741 -0.77851 -1.82549  -0.738
O: -1.78412 -2.04095 0.20738  -0.749
N: -3.70926 -0.44328 0.26825  0.206
C: -4.42857 0.63684 -0.36843  -0.434
C: -5.93066 0.34778 -0.39871  -1.124
C: -6.69762 0.81876 0.84029  -0.673
C: -5.96366 0.63181 2.17244  -0.656
C: -5.15129 -0.65951 2.27561  -0.964
C: -3.73903 -0.51648 1.70867  -0.506
C: -0.35846 0.33125 1.23590  -0.002
C: 0.60545 1.27375 1.54289  -0.560
H: 3.87459 3.49331 1.29790  0.300
H: 5.38422 -2.32616 -0.18365  0.501
H: 5.03507 -4.58646 -1.13953  0.390
H: 2.88199 -5.12648 -2.23525  0.384
H: 1.11898 -3.40648 -2.38937  0.456
H: 0.10206 3.42513 -1.02645  0.446
H: -1.60613 1.69159 -1.59313  0.505
H: -4.22103 1.59915 0.11996  0.281
H: -4.05111 0.66997 -1.39117  0.555
H: -6.36662 0.82952 -1.27544  0.422
H: -6.04543 -0.72871 -0.52741  0.294
H: -6.93755 1.87919 0.73392  0.318
H: -7.64477 0.27644 0.87307  0.354
H: -5.29281 1.47654 2.34497  0.314
H: -6.70855 0.65208 2.97082  0.388
H: -5.04663 -0.92887 3.32860  0.396
H: -5.66559 -1.47585 1.77045  0.350
H: -3.14632 -1.39578 1.96685  0.445
H: -3.26223 0.37347 2.15428  0.340
H: -0.48938 -0.55792 1.83216  0.540
H: 1.22779 1.15127 2.41749  0.482

net charge	0
structure (SMILES)	O=C(Nc1nnc(-c2ccccc2Cl)o1)c1ccc(S(=O)(=O)N2CCCCCC2)cc1
HOMO level	-0.3196	Eh
Kohn-Sham gap	8.626	eV
E_LUMO	-0.0025	Eh
ΔE to the lowest compared entry with this formula, charge and spin	84.2	kJ/mol
largest force on an atom	1.69	eV/A

***

Formula: C4H9NO
Source: OMol25
Level of theory: the ωB97M-V functional and the def2-TZVPD basis

Each line ends with the Mulliken charge.
Geometry (Å):
C: -1.64430 -0.56514 -0.20999  -1.253
C: -0.36266 0.17807 0.22521  0.255
N: 0.06045 -0.09294 1.60985  -0.681
C: 0.81074 -0.08226 -0.70787  -0.532
C: 1.88334 0.96721 -0.66505  -0.024
O: 3.00924 0.76523 -1.03993  -0.477
H: -2.53951 0.05265 -0.27320  0.285
H: -1.84339 -1.33286 0.53448  0.300
H: -1.51329 -1.06214 -1.17004  0.340
H: -0.53878 1.25871 0.21841  0.350
H: 0.01378 -1.09277 1.79089  0.259
H: -0.62865 0.33032 2.22754  0.263
H: 0.45217 -0.22370 -1.73573  0.341
H: 1.28220 -1.05339 -0.52053  0.275
H: 1.55865 1.95300 -0.28404  0.299

net charge	0
structure (SMILES)	C[C@@H](N)CC=O
HOMO level	-0.3540	Eh
Kohn-Sham gap	10.597	eV
E_LUMO	0.0354	Eh
ΔE to the lowest compared entry with this formula, charge and spin	127.9	kJ/mol
largest force on an atom	0.86	eV/A

***

Formula: C2H4OS
Source: OMol25
Level of theory: the ωB97M-V functional and the def2-TZVPD basis

Each line ends with the Mulliken charge.
Geometry (Å):
C: 1.11378 -0.27444 0.93687  0.087
C: -0.32200 -0.12119 -0.97596  -0.668
O: 1.19849 -1.18295 1.67443  -0.337
S: -1.29826 1.24855 -0.49931  -0.148
H: 1.64159 0.68620 0.92141  0.303
H: 0.23636 0.01010 -1.87827  0.324
H: -0.79327 -1.08047 -0.81439  0.310
H: -1.77669 0.71421 0.63523  0.129

net charge	0
HOMO level (alpha / beta)	-0.2808 / -0.2807	Eh
Kohn-Sham gap (alpha / beta)	8.098 / 8.099	eV
E_LUMO (alpha / beta)	0.0168 / 0.0169	Eh
ΔE to the lowest compared entry with this formula, charge and spin	316.9	kJ/mol
largest force on an atom	3.62	eV/A

***

Formula: C10H16LuN2PSe
Source: OMol25
Level of theory: the ωB97M-V functional and the def2-TZVPD basis

Each line ends with the Mulliken charge.
Geometry (Å):
C: -0.87317 0.05615 -2.93110  -0.597
C: -1.58837 1.26668 -3.22878  -0.737
C: -0.67974 2.34839 -3.21401  -0.289
C: 0.61662 1.85968 -2.98241  -0.700
C: 0.55528 0.43529 -2.73717  -0.455
Lu: -0.33037 -0.22524 -0.39455  0.521
P: -0.19386 -2.86168 -0.67144  -0.292
H: -1.23443 -0.98372 -2.92085  0.588
H: -2.67000 1.32888 -3.39141  0.377
H: -0.94094 3.39576 -3.32121  0.415
H: 1.38321 -0.27431 -2.60490  0.530
H: 1.53311 2.45693 -2.92479  0.383
H: 0.92379 -3.34404 -1.44099  0.052
H: -1.23801 -3.28089 -1.58713  0.091
H: -0.29955 -3.91444 0.27534  0.073
C: -2.02745 0.20534 1.28257  -1.035
N: -0.70803 -0.08054 1.87073  0.205
C: -0.47058 -0.99899 2.88136  -0.629
C: 0.82974 -0.85171 3.22261  -0.529
N: 1.38071 0.14643 2.43763  0.160
C: 2.77765 0.56571 2.44205  -0.879
C: 0.42928 0.69898 1.64468  -0.017
Se: 0.42516 2.19770 0.50317  -0.274
H: -1.97233 1.00667 0.51168  0.414
H: -2.75598 0.60187 1.99731  0.389
H: -2.42944 -0.72415 0.84908  0.413
H: -1.25811 -1.64604 3.22603  0.440
H: 1.42025 -1.39273 3.94216  0.465
H: 3.10160 1.01804 3.39321  0.299
H: 3.40424 -0.30992 2.23102  0.354
H: 2.88971 1.29988 1.64011  0.266

net charge	0
HOMO level (alpha / beta)	-0.1879 / -0.1742	Eh
Kohn-Sham gap (alpha / beta)	5.241 / 4.816	eV
E_LUMO (alpha / beta)	0.0047 / 0.0028	Eh
ΔE to the lowest compared entry with this formula, charge and spin	45.4	kJ/mol
largest force on an atom	2.77	eV/A

***

Formula: CH2NO2S3
Source: OMol25
Level of theory: the ωB97M-V functional and the def2-TZVPD basis

Each line ends with the Mulliken charge.
Geometry (Å):
C: -1.07394 -0.60640 0.30256  0.436
N: -0.07189 -0.95390 0.88648  -0.693
O: 3.45574 -0.67287 0.01435  -0.480
O: 2.30290 1.39015 0.59056  -0.398
S: -1.08800 1.01564 -0.78961  -0.467
S: -2.66997 -1.40503 -0.02538  -0.332
S: 2.31229 0.18679 -0.16242  0.744
H: -3.05373 -0.34323 -0.94922  0.105
H: -0.11341 1.38886 0.13268  0.084

net charge	-1
HOMO level	-0.1228	Eh
Kohn-Sham gap	6.527	eV
E_LUMO	0.1171	Eh
ΔE to the lowest compared entry with this formula, charge and spin	169.9	kJ/mol
largest force on an atom	2.44	eV/A

***

Formula: C5H13O
Source: OMol25
Level of theory: the ωB97M-V functional and the def2-TZVPD basis

Each line ends with the Mulliken charge.
Geometry (Å):
C: -1.52282 0.28954 -1.55221  -0.518
O: -0.56926 -0.06804 -0.67176  -0.644
C: -2.93826 -0.09997 -1.08795  -1.144
H: -1.37758 -0.16685 -2.57021  0.205
H: -1.54471 1.39674 -1.74090  0.224
H: -3.09826 0.30177 -0.08689  0.273
H: -3.00454 -1.18662 -1.01385  0.254
H: -3.74399 0.25154 -1.74853  0.373
C: 2.54675 -0.05558 0.12429  -1.177
C: 1.65352 0.52987 1.20015  -0.152
C: 0.85124 -0.54037 1.92561  -1.105
H: 3.43495 -0.57215 0.51033  0.381
H: 2.87461 0.70608 -0.58817  0.290
H: 1.95363 -0.75766 -0.46328  0.278
H: 0.95215 1.18402 0.68179  0.186
H: 2.23751 1.15421 1.88993  0.393
H: 0.24524 -0.08016 2.71047  0.267
H: 0.19390 -1.04108 1.21915  0.262
H: 1.53079 -1.22658 2.44898  0.353

net charge	-1
HOMO level	-0.0879	Eh
Kohn-Sham gap	6.723	eV
E_LUMO	0.1592	Eh
ΔE to the lowest compared entry with this formula, charge and spin	5.0	kJ/mol
largest force on an atom	0.78	eV/A

***

Formula: C18H12N5O11SW
Source: OMol25
Level of theory: the ωB97M-V functional and the def2-TZVPD basis

Each line ends with the Mulliken charge.
Geometry (Å):
W: 0.23672 0.91381 -0.33992  1.502
C: 3.40634 -0.41695 -2.18764  -1.374
C: 3.36037 -0.17667 -0.72594  0.464
N: 2.34971 0.31314 -0.03148  -0.091
C: 2.74330 0.38053 1.28906  0.680
C: 4.01666 -0.06518 1.40419  -0.334
N: 4.38397 -0.41479 0.12327  0.045
C: 4.96783 -0.07555 2.57354  0.501
O: 5.18356 -1.26359 3.14902  -0.430
O: 5.52474 0.91868 2.91027  -0.439
C: 1.72671 0.86342 2.23921  0.066
O: 1.81985 0.96703 3.41533  -0.535
O: 0.61143 1.20374 1.51989  -0.718
H: 2.48610 -0.89636 -2.51944  0.293
H: 4.25117 -1.04975 -2.45120  0.421
H: 3.51001 0.53192 -2.71723  0.294
H: 5.29313 -0.75386 -0.15599  0.253
H: 4.54786 -1.93156 2.86022  0.384
S: 1.07196 2.21124 -2.08647  -0.352
C: 0.07550 3.33749 -1.15464  0.019
C: -1.17251 3.76682 -1.65045  -0.249
C: -1.99183 4.50886 -0.84144  -0.617
C: -1.61071 4.80761 0.47627  -0.419
C: -0.38743 4.41105 0.96633  -0.800
C: 0.48109 3.69189 0.13945  0.103
H: -1.47563 3.48729 -2.65104  0.476
H: -2.95501 4.84072 -1.20551  0.447
H: -2.29228 5.36332 1.10592  0.435
H: -0.08278 4.66055 1.97301  0.475
H: 1.48581 3.46206 0.47065  0.702
O: -4.63817 -3.92675 -2.37388  -0.593
N: -5.12298 -2.84481 -2.13160  1.019
O: -6.29056 -2.54475 -2.22745  -0.592
C: -4.19590 -1.78690 -1.67289  -0.359
C: -4.71042 -0.53605 -1.38540  -0.561
C: -3.84076 0.43458 -0.94001  -0.435
C: -2.47788 0.18934 -0.81735  1.370
O: -1.62978 1.18027 -0.46315  0.186
C: -1.99839 -1.08817 -1.13617  0.723
C: -2.85287 -2.08543 -1.55653  -0.877
N: -0.57848 -1.37791 -1.01566  -0.191
O: -0.22362 -0.85392 0.25690  -0.480
O: 0.05339 -0.34822 -1.79110  -0.523
N: -4.36292 1.77409 -0.61988  1.007
O: -3.95429 2.29676 0.39472  -0.522
O: -5.15606 2.25038 -1.40046  -0.566
H: -5.76529 -0.33320 -1.50624  0.609
H: -2.47884 -3.07202 -1.79019  0.578

net charge	+1
HOMO level	-0.4784	Eh
Kohn-Sham gap	7.512	eV
E_LUMO	-0.2023	Eh
ΔE to the lowest compared entry with this formula, charge and spin	46.7	kJ/mol
largest force on an atom	0.19	eV/A